Entry 1:
The following is a quantum chemistry calculation of 2 unconnected molecules or ions with the total composition C3H8NO at a distorted geometry, from OMol25.

```
! RIJCOSX wB97M-V def2-TZVPD def2/J DEFGRID3
* xyz 1 1
H 1.177 1.812 0.005
H -2.058 -1.891 -0.684
H 2.070 -0.905 -1.862
H 2.881 -0.415 -0.616
H 0.584 2.539 1.620
H -1.348 0.948 1.430
H 0.146 -0.992 -0.301
N -0.686 -0.446 -0.052
C 0.380 1.703 0.843
H -2.872 -0.483 -0.192
O 2.064 -0.800 -0.993
C -1.881 -0.909 -0.166
C -0.547 0.690 0.808
*
```

Results
energy relative to the best compared isomer or geometry (same formula, charge and spin)	232.7	kJ/mol
DFT total energy	-248.74728	hartree
LUMO	-5.66	eV
E_HOMO	-14.67	eV


Entry 2:
The following is a quantum chemistry calculation of a molecular structure, C4H11NS at a distorted geometry, from OMol25.

```
! RIJCOSX wB97M-V def2-TZVPD def2/J DEFGRID3
* xyz 0 1
C 1.893 -0.037 -0.530
C -2.004 -0.357 -1.301
H 1.183 0.636 -0.991
H 3.333 1.218 0.655
H 2.724 -0.235 -1.195
H 2.694 -0.311 1.323
S 0.723 -1.419 -0.465
H -1.437 -0.921 1.555
H -2.599 0.286 0.962
H -1.555 -0.929 -2.132
H -1.142 0.864 1.619
H 1.609 0.965 1.516
H -2.763 -1.051 -0.899
H -2.492 0.527 -1.659
C -1.543 0.076 1.052
N -1.004 0.082 -0.333
C 2.379 0.607 0.823
*
```

Results
energy relative to the best compared isomer or geometry (same formula, charge and spin)	292.4	kJ/mol
DFT total energy	-611.83077	hartree
LUMO	-0.46	eV
E_HOMO	-8.73	eV


Entry 3:
The following is a quantum chemistry calculation of 4 unconnected molecules or ions with the total composition C33H66ClN7O5 at a distorted geometry, from OMol25.

```
! RIJCOSX wB97M-V def2-TZVPD def2/J DEFGRID3
* xyz 1 4
C 5.051 0.775 -0.076
H 5.814 -6.713 -0.981
H 3.609 -8.166 2.996
H -4.941 5.162 0.789
C -3.803 1.181 -4.011
C -2.771 5.613 0.824
C -4.180 5.672 0.204
H -0.780 5.928 -0.016
N 3.414 -0.793 -1.717
H -2.992 2.849 2.923
N 0.651 2.433 -0.312
H -2.948 1.240 -4.686
C -1.123 -1.515 -1.448
H 2.790 -0.859 0.732
C 3.308 -8.575 2.034
C -3.307 3.829 2.556
H -4.511 1.953 -4.306
H -2.593 -2.723 -3.100
C -2.405 -0.892 -1.963
H -5.428 1.612 -2.001
H -2.118 3.104 -3.081
H 1.692 -4.146 0.167
H 1.437 1.500 1.792
Cl 3.575 0.253 2.601
H -3.210 -0.728 0.030
C -2.801 7.240 4.313
H -4.331 1.614 -0.638
H -5.280 6.643 4.093
H -4.305 0.232 -4.177
H -5.548 -0.448 -0.552
H 5.376 -4.338 -0.475
H -3.811 4.650 4.488
H 2.907 -3.710 1.377
H 3.939 -6.275 -1.925
H -5.385 5.906 2.521
C -4.825 6.634 3.103
C 3.519 0.925 -0.019
C -3.123 4.864 3.668
C 2.865 0.497 -1.321
O 2.875 -5.981 2.092
C -1.825 5.962 -0.318
H -1.418 4.111 1.566
N 3.011 -6.408 0.880
H 3.120 -3.212 -0.293
H 1.543 2.880 -0.490
H -3.405 7.113 5.210
H 2.344 -8.551 -0.551
H 3.320 1.959 0.219
C 5.274 -7.487 0.972
O -1.498 1.090 -1.260
H -4.975 7.617 2.659
O -1.372 6.830 2.148
H -5.263 -0.808 -2.233
H -3.762 -1.537 -3.590
O 1.881 -2.362 -2.677
H 2.231 -5.956 -1.617
H 5.423 0.131 0.709
C 3.761 -7.702 0.870
H -0.797 -1.072 -0.506
H -1.769 7.022 4.578
C -2.992 2.880 -2.468
H 6.865 -6.196 0.311
C -4.533 1.134 -1.601
H -3.732 -2.154 -0.842
H -1.271 -2.579 -1.267
H -2.113 4.754 4.075
H 3.762 -9.560 1.939
C -3.323 6.315 3.221
C 3.243 -5.577 -1.471
N -2.174 0.561 -2.229
H 5.352 0.337 -1.013
C 3.423 -8.508 -0.399
H -2.074 -1.350 -4.072
H -3.824 3.482 -2.830
H -2.861 8.285 4.006
H 0.831 -0.139 1.677
H -4.364 3.727 2.298
C 3.520 -5.304 0.020
C 0.791 1.012 -0.185
H 3.882 -8.118 -1.304
C 1.400 0.623 1.167
C 5.819 -6.385 0.061
H 3.334 -4.653 -2.039
N 2.833 0.120 1.043
C 2.763 -4.024 0.342
C -3.533 -1.086 -0.953
C -3.364 1.406 -2.552
H -2.676 3.481 0.523
C -2.735 -1.655 -3.259
H 3.103 1.228 -2.087
C -4.811 -0.351 -1.350
H 2.225 -8.697 2.037
C -2.482 4.200 1.324
H -2.037 6.957 -0.711
O 1.457 0.355 -1.253
N 5.769 2.045 0.008
H -2.784 3.190 -1.446
H -1.959 5.241 -1.125
H 0.086 2.583 -1.141
H 5.596 2.500 0.897
H 3.784 -9.529 -0.294
H -0.220 0.630 -0.196
N -2.625 6.602 1.931
H -0.322 -1.406 -2.176
C 5.018 -5.095 0.228
H 5.409 2.683 -0.690
H -4.175 5.185 -0.770
C 2.582 -1.561 -2.204
H 5.778 -8.429 0.751
H -4.496 6.705 0.055
H 5.530 -7.236 2.006
H 5.195 -4.696 1.232
*
```

Results
⟨S²⟩	3.7622
DFT total energy	-2516.20338	hartree
LUMO (alpha / beta)	-3.93 / -3.93	eV
E_HOMO (alpha / beta)	-10.05 / -10.97	eV


Entry 4:
The following is a quantum chemistry calculation of a single C13H21N3O molecule at a distorted geometry, from OMol25.

```
! RIJCOSX wB97M-V def2-TZVPD def2/J DEFGRID3
* xyz 0 1
H -2.332 0.482 1.767
C -2.127 -2.999 -0.185
H 5.587 1.278 1.026
N 1.423 1.698 -0.786
O 0.886 -0.842 -1.276
C 1.574 0.267 -0.904
C -0.896 1.553 1.178
C 0.270 2.077 -1.165
C 5.485 -1.109 0.596
N 4.605 -1.965 0.211
C -2.990 -2.112 0.494
H 0.364 2.980 -1.696
H -3.764 -1.076 -1.268
H -0.377 1.529 -1.883
H 2.749 -2.286 -0.518
H -2.545 0.980 -1.223
C 3.548 -1.445 -0.361
H -1.415 3.224 -0.383
C -2.306 0.151 -0.372
N 3.848 0.733 -0.021
H -0.741 2.138 2.101
C -2.187 0.809 0.795
H -2.591 -3.299 -1.389
C -0.577 2.568 0.239
H -2.735 -1.902 1.463
H -1.955 -3.873 0.574
H -1.202 -2.282 -0.441
C -3.346 -0.741 -0.301
C 4.985 0.355 0.658
H -3.068 1.719 1.103
H 2.221 2.182 -0.369
H -0.065 0.678 1.127
H -4.404 -0.383 0.068
H 0.113 3.472 0.428
C 3.064 -0.129 -0.277
H 6.380 -1.257 0.799
H -4.082 -2.789 0.680
H -1.398 -0.384 -0.485
*
```

Results
energy relative to the best compared isomer or geometry (same formula, charge and spin)	1180.2	kJ/mol
SMILES	CCCCCCCCNC(=O)c1cnccn1
DFT total energy	-747.05155	hartree
LUMO	0.03	eV
E_HOMO	-9.01	eV


Entry 5:
The following is a quantum chemistry calculation of a molecular structure, C18H29N3O11P3W, from OMol25.

```
! RIJCOSX wB97M-V def2-TZVPD def2/J DEFGRID3
* xyz 3 1
H -4.205 3.461 2.758
C 0.551 3.111 -3.107
H 3.362 -0.848 -3.398
C -3.297 -1.835 0.876
C -1.446 1.538 2.630
O 0.622 2.406 -0.761
H -0.135 4.865 -0.205
N -1.873 0.569 1.746
P 1.571 1.359 -0.204
H 1.936 -4.327 1.300
O 3.005 1.519 -0.102
H 0.431 3.952 -3.790
C -2.254 2.561 3.013
O 2.242 -1.066 3.757
H 3.617 0.304 -2.041
H 4.227 -1.191 -0.436
H 4.366 -2.287 -1.885
H 2.961 3.525 -1.821
H -0.432 1.438 2.983
C -1.729 -3.366 1.635
H 2.257 5.106 -2.144
H 4.108 -2.988 -0.260
N -3.672 -0.512 0.684
H 2.931 -1.437 4.335
C -3.173 0.569 1.357
P 1.476 -2.030 2.825
O 2.075 -1.709 1.306
H -1.880 3.300 3.706
H -1.278 4.097 -1.339
C -2.636 -4.387 1.570
P 1.449 -2.613 0.127
N -2.023 -2.097 1.225
C 0.796 3.646 -1.718
H 1.398 2.527 -3.468
C -3.923 -4.122 1.096
H 0.431 -0.817 -3.606
O -1.368 -0.523 -0.651
O 2.434 -2.079 -1.122
C 1.770 -0.845 -1.979
H -0.362 2.517 -3.149
C -4.016 1.642 1.669
H -2.344 -5.378 1.885
C 2.177 4.216 -1.517
C -4.263 -2.831 0.765
O 0.068 -1.415 2.609
H -5.037 1.632 1.309
H 2.345 4.521 -0.485
C 2.889 -0.159 -2.701
H -0.088 -1.909 -2.320
O 1.552 -3.481 3.010
C -3.555 2.639 2.487
C 0.778 -1.541 -2.867
O 1.976 -4.061 0.343
H -4.622 -0.396 0.355
H 1.260 -2.360 -3.398
H 2.422 0.622 -3.303
W -0.482 -0.612 0.783
O 0.775 0.808 1.100
H -0.734 -3.538 2.017
H -4.659 -4.913 1.027
C 3.942 -2.129 -0.902
O 1.150 -0.106 -0.982
C -0.300 4.566 -1.239
H -5.272 -2.573 0.469
H -0.292 5.465 -1.855
*
```

Results
DFT total energy	-2785.76450	hartree
LUMO	-11.61	eV
E_HOMO	-17.72	eV


Entry 6:
The following is a quantum chemistry calculation of 13 unconnected molecules or ions with the total composition C16H32Cl24FN3O4P at a distorted geometry, from OMol25.

```
! RIJCOSX wB97M-V def2-TZVPD def2/J DEFGRID3
* xyz 1 1
O 0.597 -3.048 1.574
H -5.299 5.544 2.592
C -5.371 -0.492 -5.606
P -1.694 -0.727 2.323
Cl 3.807 3.061 -2.722
C -1.733 -2.122 1.140
Cl 3.623 2.971 -5.639
F -3.496 -1.252 -0.330
C -2.310 -1.851 -0.260
C 3.021 -1.582 -3.088
Cl 2.343 1.576 1.176
H 2.667 -0.909 -3.861
C 6.181 -2.562 -0.552
Cl 2.842 -0.791 -1.513
N 0.631 -4.514 1.507
H 0.054 0.508 2.625
H 7.136 -3.060 -0.433
C 3.689 -1.530 3.528
H 3.647 -1.863 2.496
N -1.157 -1.080 -0.796
C -2.826 -5.944 -7.210
H -5.655 0.112 -4.752
Cl 6.006 -1.343 0.716
H 4.770 2.873 0.615
Cl -2.504 3.427 2.535
H -2.353 -5.483 -8.069
H -2.397 -2.821 -0.763
H 0.159 2.355 0.728
O -1.360 -1.291 3.800
Cl 0.689 5.725 8.438
H -3.376 -5.477 -3.921
Cl 0.409 4.863 5.659
Cl -3.727 -1.099 -5.353
H -2.556 -4.025 -4.523
C -1.604 4.751 3.302
H -2.294 -2.898 1.680
H -1.320 -0.335 -1.467
O -0.221 -4.976 2.119
C -0.369 -2.612 0.656
H 4.115 -2.306 4.153
Cl 2.083 -3.081 -3.159
Cl -4.208 -4.954 -6.721
Cl -7.033 6.400 3.928
H -5.385 0.108 -6.508
Cl 1.536 3.853 -0.458
H 2.408 1.726 -4.059
C -0.052 -1.444 -0.285
Cl 6.120 -1.833 -2.166
C 0.553 4.345 7.349
Cl -4.478 5.267 4.782
Cl -1.796 -4.647 -2.379
C 2.764 2.749 -4.112
Cl -4.374 -3.501 -3.131
H -2.998 0.812 1.929
C 5.733 3.322 0.830
H -1.167 4.391 4.235
Cl -0.302 5.338 2.257
H -6.160 4.265 3.476
H 1.925 3.436 -4.080
Cl 6.205 4.337 -0.537
H -0.508 -3.454 -0.051
Cl 6.907 2.032 1.126
H 0.894 -0.946 -0.535
Cl 2.037 -1.192 4.087
H 5.373 -3.279 -0.463
O -3.140 -0.047 2.364
H -2.285 5.567 3.501
C 1.115 2.831 0.918
N -0.648 0.354 1.908
Cl -1.626 -6.089 -5.911
Cl -6.528 -1.814 -5.780
C -5.742 5.263 3.542
H 1.440 3.730 7.449
H -0.329 3.774 7.614
H -3.180 -6.936 -7.467
H 5.665 3.941 1.718
C -3.014 -4.492 -3.662
H -0.397 -1.446 3.766
H 4.074 -1.809 -3.237
Cl 4.701 -0.096 3.608
H 1.051 3.451 1.806
*
```

Results
DFT total energy	-12579.54000	hartree
LUMO	-3.96	eV
E_HOMO	-12.21	eV


Entry 7:
The following is a quantum chemistry calculation of a molecular structure, C4H8FO2Yb at a distorted geometry, from OMol25.

```
! RIJCOSX wB97M-V def2-TZVPD def2/J DEFGRID3
* xyz 0 2
C -2.048 -0.780 0.361
H -1.881 -1.875 0.299
Yb -0.790 0.339 -1.971
O -2.316 -0.039 -0.782
H 2.029 -0.602 0.812
C 1.495 0.313 0.502
H 1.354 0.940 1.396
H -3.037 -0.804 0.934
F 0.082 -0.715 -3.499
H -0.473 -0.852 1.886
H 2.765 0.468 -1.332
O 0.214 -0.149 0.061
C 2.231 1.033 -0.568
H -1.003 0.809 1.442
C -0.817 -0.209 1.062
H 2.194 2.123 -0.603
*
```

Results
⟨S²⟩	0.7516
energy relative to the best compared isomer or geometry (same formula, charge and spin)	0.0	kJ/mol
DFT total energy	-1566.19786	hartree
LUMO (alpha / beta)	-1.04 / -1.05	eV
E_HOMO (alpha / beta)	-6.34 / -6.40	eV


Entry 8:
The following is a quantum chemistry calculation of 2 unconnected molecules or ions with the total composition C3H8N3O at a distorted geometry, from OMol25.

```
! RIJCOSX wB97M-V def2-TZVPD def2/J DEFGRID3
* xyz 1 1
C -1.592 -0.940 0.166
H 1.127 1.544 2.659
H 0.748 -0.649 1.181
C 0.059 0.182 1.452
H 0.712 -1.434 -3.056
C 0.897 -0.317 -1.444
H -2.467 -0.880 -0.335
N 0.370 1.291 2.097
N -1.110 0.068 0.825
H -1.014 -1.834 0.249
O 1.131 0.442 -0.564
H 1.904 -0.038 -3.110
N 1.040 -0.493 -2.749
H -1.610 0.936 0.759
H -0.194 2.119 1.868
*
```

Results
energy relative to the best compared isomer or geometry (same formula, charge and spin)	355.3	kJ/mol
DFT total energy	-358.26113	hartree
LUMO (alpha / beta)	-4.26 / -3.59	eV
E_HOMO (alpha / beta)	-11.64 / -11.71	eV


Entry 9:
The following is a quantum chemistry calculation of 2 unconnected molecules or ions with the total composition C7H10NOP at a distorted geometry, from OMol25.

```
! RIJCOSX wB97M-V def2-TZVPD def2/J DEFGRID3
* xyz 0 1
H 0.493 -3.139 -1.485
C -0.255 3.149 -0.770
H -1.296 2.777 -0.734
C 0.126 -2.475 0.613
H 0.143 3.001 -1.775
C -0.394 -1.208 -1.395
P -0.960 -0.124 -0.068
C -0.798 -1.430 1.238
H -0.431 -0.933 -2.434
N 0.586 2.502 0.159
H -1.807 -1.819 1.402
C 0.086 -2.336 -0.890
H -0.411 -1.038 2.177
C 2.646 -2.060 1.320
H 3.645 -1.889 1.590
H 0.229 2.642 1.106
C 1.506 -2.263 1.019
H -0.171 -3.488 0.909
H -0.319 4.227 -0.564
O -2.291 0.474 -0.224
*
```

Results
energy relative to the best compared isomer or geometry (same formula, charge and spin)	618.8	kJ/mol
DFT total energy	-743.90577	hartree
LUMO (alpha / beta)	-0.01 / -0.77	eV
E_HOMO (alpha / beta)	-8.00 / -9.55	eV


Entry 10:
The following is a quantum chemistry calculation of a single C5H7N molecule at a distorted geometry, from OMol25.

```
! RIJCOSX wB97M-V def2-TZVPD def2/J DEFGRID3
* xyz 0 1
H 2.568 0.879 0.303
C -0.310 -0.169 -0.963
H -0.332 -0.382 -2.022
C 1.119 -1.234 0.690
H -2.990 -0.081 1.054
N 1.823 0.810 -0.374
C -2.448 0.530 0.349
H 0.530 -2.132 0.642
H 1.419 1.690 -0.655
H 1.961 -1.239 1.363
C 0.958 -0.252 -0.218
C -1.367 0.124 -0.246
H -2.931 1.458 0.077
*
```

Results
energy relative to the best compared isomer or geometry (same formula, charge and spin)	243.5	kJ/mol
SMILES	C=C=CC(=C)N
DFT total energy	-249.38050	hartree
LUMO	0.99	eV
E_HOMO	-8.17	eV


Entry 11:
The following is a quantum chemistry calculation of a single C2HN3O2S molecule at a distorted geometry, from OMol25.

```
! RIJCOSX wB97M-V def2-TZVPD def2/J DEFGRID3
* xyz 0 1
S 0.001 -1.259 -2.378
O 0.274 0.918 1.657
N -0.428 -1.413 -0.891
H 0.451 2.586 0.613
N 0.045 -0.407 1.315
C 0.001 -0.431 -0.039
C 0.424 1.543 0.469
N 0.182 0.800 -0.535
O -0.949 -2.338 -0.211
*
```

Results
energy relative to the best compared isomer or geometry (same formula, charge and spin)	411.4	kJ/mol
SMILES	[O-][N+](=S)c1ncon1
DFT total energy	-789.57528	hartree
LUMO	-1.96	eV
E_HOMO	-9.91	eV